# 1
The following is a DFT calculation (the ωB97M-V functional and the def2-TZVPD basis) of 7 unconnected molecules or ions with the total composition C2H16O6 in a non-equilibrium geometry.

XYZ file:
```
24
Properties=species:S:1:pos:R:3:lowdin_charge:R:1
C 1.0928 -1.5510 -1.9512 -0.07
C 1.0986 -0.2239 -1.9831 -0.09
H 2.0340 -2.0668 -1.6975 0.06
H 0.1678 -2.1982 -1.8472 0.07
H 1.9091 0.4624 -1.9791 0.04
H 0.1962 0.3813 -2.1245 0.03
H -0.0506 1.3282 1.3719 0.02
H -1.2364 1.1968 2.4788 0.09
O -0.4178 0.7589 2.1041 -0.09
H 0.3196 2.5630 -0.6015 0.02
H 1.3149 1.6385 0.1712 0.03
O 0.8189 2.4719 0.1997 -0.04
H -0.2909 -2.7725 1.9926 0.05
H -0.3553 -1.0941 1.5743 -0.04
O -0.0206 -1.9660 1.5638 -0.05
H -2.2377 0.8311 -1.6235 0.03
H -2.5085 2.2310 -1.3737 0.04
O -1.7988 1.6073 -1.2182 -0.07
H 2.0324 -1.1573 0.8826 0.02
H 2.3972 -0.0890 1.9193 0.01
O 2.7775 -0.6048 1.2262 -0.07
H -2.1630 -0.6961 -0.0444 0.02
H -2.7853 -1.7570 -1.0698 0.07
O -2.8417 -0.8531 -0.6969 -0.06
```

HOMO energy	-10.26	eV
structure (SMILES)	C=C.O.O.O.O.O.O
ΔE to the lowest compared entry with this formula, charge and spin	40.16	kcal per mole
net charge	0
E	-14617.4444	eV



# 2
The following is a DFT calculation (the ωB97M-V functional and the def2-TZVPD basis) of a molecular structure, C2H17HgO7 in a non-equilibrium geometry.

XYZ file:
```
27
Properties=species:S:1:pos:R:3:lowdin_charge:R:1
Hg 13.6500 -3.9880 -9.3870 1.22
C 17.2120 -5.2220 -9.0760 -0.09
C 16.4390 -4.1710 -9.8120 -0.44
O 15.7250 -3.3710 -8.8800 -0.38
H 17.7990 -5.9970 -9.5790 0.08
H 16.5370 -5.9360 -8.5250 0.06
H 17.7420 -4.8950 -8.2400 0.06
H 15.6550 -4.5030 -10.5280 0.05
H 17.1830 -3.6050 -10.3450 0.10
O 14.1470 -4.1980 -6.8650 -0.11
H 13.8000 -4.2070 -5.9470 0.09
H 15.0920 -4.0040 -6.8120 0.06
O 13.5150 -5.1480 -11.4160 -0.07
H 13.7940 -6.0470 -11.3770 0.05
H 13.9890 -4.8220 -12.2150 0.10
O 11.5310 -4.9450 -8.3190 -0.06
H 10.6910 -5.3670 -8.5120 0.08
H 11.5220 -5.1270 -7.3780 0.06
O 14.0110 -6.2330 -8.8120 -0.08
H 14.2180 -6.2130 -7.8820 0.05
H 14.7240 -6.6330 -9.2940 0.05
O 12.6010 -2.1730 -8.2010 -0.07
H 13.2020 -1.5340 -7.8100 0.08
H 12.0320 -2.4910 -7.5050 0.04
O 13.8490 -2.3430 -10.9920 -0.07
H 13.1890 -2.0500 -11.6380 0.09
H 14.6900 -1.9290 -11.1730 0.08
```

HOMO energy	-11.64	eV
ΔE to the lowest compared entry with this formula, charge and spin	0.00	kcal per mole
net charge	+1
E	-20848.9110	eV



# 3
The following is a DFT calculation (the ωB97M-V functional and the def2-TZVPD basis) of 5 unconnected molecules or ions with the total composition C2H17N2O4 in a non-equilibrium geometry.

XYZ file:
```
25
Properties=species:S:1:pos:R:3:lowdin_charge:R:1
C 0.8683 0.5713 -0.1725 -0.26
N 1.4010 1.7162 -0.9212 0.00
C -0.1917 -0.2504 -0.9254 -0.15
N -0.6561 -1.4089 -0.0753 0.16
H 0.4959 1.0800 0.7372 0.09
H 1.6109 -0.0954 0.2505 0.12
H 1.0284 1.8936 -1.8443 0.08
H 2.4022 1.5833 -0.9735 0.09
H 0.2198 -0.6052 -1.8530 0.11
H -0.9463 0.4825 -1.2105 0.12
H -1.2320 -2.0386 -0.6308 0.16
H 0.2117 -1.9099 0.1246 0.12
H -1.1917 -1.0661 0.7302 0.10
H 2.1337 -3.3932 -1.1837 0.07
H 1.7128 -2.2431 -2.0478 0.05
O 1.4301 -2.7419 -1.2829 -0.03
H -0.4655 0.0142 3.1501 0.07
H -1.2042 -1.3229 2.9853 0.07
O -0.6008 -0.7192 2.5411 -0.04
H 0.4938 3.2342 0.3959 0.01
H 1.6278 3.8028 1.2192 0.04
O 0.7921 3.3480 1.3105 -0.08
H -3.8791 -0.4599 -0.0374 0.08
H -3.0459 0.6888 0.0842 0.07
O -3.0154 -0.1601 -0.3703 -0.04
```

HOMO energy	-12.84	eV
ΔE to the lowest compared entry with this formula, charge and spin	19.27	kcal per mole
net charge	+1
E	-13513.8618	eV



# 4
The following is a DFT calculation (the ωB97M-V functional and the def2-TZVPD basis) of 6 unconnected molecules or ions with the total composition C2H17NO5 in a non-equilibrium geometry.

XYZ file:
```
25
Properties=species:S:1:pos:R:3:lowdin_charge:R:1
C 0.4368 -2.1349 2.3415 -0.11
C 1.2133 -0.7518 2.3629 -0.28
N 0.8320 0.1410 1.2016 0.01
H 0.3489 -2.6686 3.2879 0.04
H -0.6179 -1.8001 2.0686 0.07
H 0.8045 -3.0358 1.6986 0.09
H 1.2141 -0.1759 3.2266 0.07
H 2.2484 -1.0960 2.2779 0.09
H -0.1557 0.1459 1.1690 0.01
H 1.1587 -0.2899 0.3780 0.00
H -0.6720 2.3436 0.6419 0.01
H -1.3507 2.2192 -0.6867 0.05
O -1.4099 1.9109 0.2655 -0.08
H -3.6434 -0.7747 1.2545 0.04
H -2.6403 0.2926 0.7502 -0.04
O -3.1555 -0.4475 0.4894 -0.06
H 1.8205 -2.1135 -2.0791 0.06
H 0.3593 -1.4704 -2.0851 0.05
O 1.1313 -1.6879 -1.5376 -0.05
H -0.7695 0.5035 -2.0189 0.00
H 0.1636 1.5625 -2.1065 0.02
O -0.8098 1.4158 -2.1956 -0.05
H 2.4582 1.5412 -1.2201 0.14
H 1.9588 0.4581 -2.3193 0.01
O 1.9426 1.3951 -2.1311 -0.09
```

HOMO energy	-9.41	eV
structure (SMILES)	CCN.O.O.O.O.O
ΔE to the lowest compared entry with this formula, charge and spin	50.11	kcal per mole
net charge	0
E	-14076.5010	eV



# 5
The following is a DFT calculation (the ωB97M-V functional and the def2-TZVPD basis) of 7 unconnected molecules or ions with the total composition C2H18N2O7 in a non-equilibrium geometry.

XYZ file:
```
29
Properties=species:S:1:pos:R:3:lowdin_charge:R:1
N -1.1880 1.7855 0.6640 0.01
C -1.9422 0.7710 -0.0925 -0.16
C -1.8717 -0.5717 0.6301 -0.49
N -1.4793 -1.6555 -0.1201 0.19
O -2.2268 -0.7176 1.7881 0.03
H -1.3665 2.7055 0.3193 0.09
H -1.4492 1.7897 1.6546 0.05
H -3.0370 0.9960 -0.2137 0.13
H -1.5368 0.7694 -1.1715 0.13
H -0.9812 -1.5696 -1.0385 0.08
H -1.3405 -2.5207 0.3346 0.10
H 1.5684 -1.9727 -1.9397 0.03
H 2.4002 -1.7292 -0.6970 0.00
O 2.5168 -1.8595 -1.6688 -0.10
H 1.8062 0.9637 -1.2643 -0.01
H 2.4262 -0.1524 -2.0739 0.03
O 1.9148 0.6932 -2.1883 -0.09
H -1.5543 1.1227 4.2447 0.04
H -2.2338 0.5314 2.9108 0.03
O -2.0411 1.3932 3.4472 -0.13
H -0.1370 -1.2011 -3.4486 0.06
H 0.6027 -0.3489 -2.4405 0.00
O 0.0490 -1.1422 -2.5332 -0.06
H 1.9211 2.0524 0.8234 0.09
H 0.5249 1.3868 0.4749 0.03
O 1.5155 1.2807 0.4048 -0.08
H 1.9057 -0.3633 0.7956 -0.02
H 3.0342 -1.1759 1.4673 0.10
O 2.1997 -1.2609 0.9309 -0.06
```

HOMO energy	-10.37	eV
structure (SMILES)	NCC(N)=O.O.O.O.O.O.O
ΔE to the lowest compared entry with this formula, charge and spin	0.00	kcal per mole
net charge	0
E	-19680.5589	eV



# 6
The following is a DFT calculation (the ωB97M-V functional and the def2-TZVPD basis) of 7 unconnected molecules or ions with the total composition C2H18N2O7 in a non-equilibrium geometry.

XYZ file:
```
29
Properties=species:S:1:pos:R:3:lowdin_charge:R:1
C -2.9256 -0.4651 0.5059 -0.10
N -1.5528 -0.4498 0.0317 -0.04
C -0.7749 -1.6144 0.3049 -0.58
N 0.5958 -1.5098 0.0282 0.14
O -1.2799 -2.6308 0.7246 0.06
H -3.5157 0.2343 -0.0924 0.07
H -3.0168 -0.2153 1.5929 0.09
H -3.3816 -1.4889 0.3196 0.10
H -1.0556 0.4805 0.1967 0.11
H 0.9206 -0.8877 -0.7433 0.08
H 1.0518 -2.4341 0.0209 0.12
H -1.6978 -0.9488 -3.3966 0.05
H -1.6367 -0.2934 -2.0513 0.00
O -1.3653 -0.1931 -2.9538 -0.01
H 1.5938 0.5681 -3.3192 0.08
H 0.3986 -0.0390 -2.7846 -0.06
O 1.2793 0.0075 -2.6228 0.00
H -0.4752 3.0780 0.5435 0.10
H 0.6311 2.0251 0.0570 0.02
O -0.2452 2.1157 0.5839 -0.12
H 2.4270 1.2075 0.0799 0.02
H 1.7657 1.0308 -1.3692 0.02
O 1.9868 1.6935 -0.6507 -0.08
H 2.0989 -0.5599 1.3102 0.07
H 2.1293 0.6934 2.1301 -0.06
O 2.6666 0.2633 1.5276 -0.06
H 0.1528 0.7491 3.3208 0.02
H 0.3523 1.7474 2.1393 0.01
O 0.7277 1.3999 2.9864 -0.05
```

HOMO energy	-10.04	eV
structure (SMILES)	CNC(N)=O.O.O.O.O.O.O
ΔE to the lowest compared entry with this formula, charge and spin	0.90	kcal per mole
net charge	0
E	-19680.5197	eV



The lowest HOMO energy belongs to which entry?
C2H17N2O4